No. 1
The following is a quantum chemistry calculation of C27H58O4P2PdSi as an isolated structure at a distorted geometry, from the OMol25 dataset.

Atoms and positions in Å:
P1 -2.620 1.511 -3.477
P2 1.231 1.223 -3.823
C1 -1.269 2.328 -4.453
C2 -0.159 1.469 -5.074
H1 -0.828 3.075 -3.770
H2 -1.797 2.861 -5.259
H3 -0.494 0.492 -5.499
H4 0.308 2.063 -5.894
C3 2.429 2.404 -4.578
H5 3.289 2.504 -3.905
H6 1.971 3.398 -4.650
H7 2.763 2.127 -5.588
C4 2.036 -0.370 -3.975
H8 2.762 -0.340 -4.802
H9 1.295 -1.162 -4.145
H10 2.545 -0.617 -3.040
C5 -3.953 2.744 -3.686
H11 -4.857 2.392 -3.159
H12 -4.168 2.894 -4.760
H13 -3.666 3.715 -3.251
C6 -3.014 -0.053 -4.279
H14 -2.117 -0.669 -4.448
H15 -3.468 0.149 -5.266
H16 -3.724 -0.643 -3.683
Pd1 -0.673 -2.165 -0.727
C7 1.177 2.451 -2.224
C8 0.765 3.822 -2.308
C9 0.375 4.543 -1.062
C10 -0.962 3.922 -0.428
C11 -1.894 3.454 -1.435
C12 -2.160 2.076 -1.733
C13 -0.978 0.998 -1.682
C14 0.387 1.479 -1.254
C15 -2.579 -2.084 -0.335
H17 2.209 2.452 -1.841
H18 1.173 4.405 -3.132
H19 0.147 5.572 -1.392
H20 1.214 4.558 -0.302
H21 -0.674 3.159 0.329
H22 -1.551 4.666 0.141
H23 -2.664 4.154 -1.780
H24 -2.967 1.707 -1.061
H25 -0.838 0.461 -2.659
H26 -1.272 0.134 -1.021
H27 0.311 1.834 -0.239
H28 0.992 0.577 -1.083
H29 -2.862 -3.102 -0.021
H30 -3.101 -1.747 -1.246
H31 -2.720 -1.409 0.528
C16 3.596 -2.546 0.979
C17 2.688 -3.475 1.776
C18 1.797 -4.283 0.841
C19 3.544 -4.400 2.650
O1 1.884 -2.681 2.679
Si1 0.730 -1.564 2.204
O2 0.742 -1.146 0.675
O3 -0.777 -2.148 2.638
C20 -1.166 -2.932 3.800
C21 -2.641 -3.242 3.578
C22 -0.358 -4.215 3.892
C23 -0.966 -2.133 5.082
O4 1.174 -0.413 3.334
C24 0.818 0.975 3.526
C25 1.145 1.750 2.254
C26 -0.665 1.114 3.863
C27 1.671 1.501 4.677
H32 4.197 -3.145 0.284
H33 4.262 -2.002 1.658
H34 3.005 -1.806 0.424
H35 2.387 -4.931 0.177
H36 1.124 -4.917 1.426
H37 1.196 -3.629 0.182
H38 4.181 -3.800 3.309
H39 2.921 -5.062 3.264
H40 4.196 -5.039 2.043
H41 -3.038 -3.836 4.411
H42 -2.793 -3.810 2.650
H43 -3.218 -2.314 3.503
H44 0.704 -4.010 4.070
H45 -0.717 -4.826 4.734
H46 -0.460 -4.820 2.984
H47 0.084 -1.839 5.223
H48 -1.590 -1.234 5.098
H49 -1.254 -2.747 5.945
H50 0.614 1.310 1.401
H51 0.867 2.812 2.360
H52 2.219 1.674 2.038
H53 -0.870 0.684 4.852
H54 -0.935 2.183 3.916
H55 -1.323 0.632 3.118
H56 1.458 0.957 5.600
H57 2.728 1.383 4.423
H58 1.489 2.557 4.889

Summary:
* HOMO-LUMO gap (alpha / beta): 5.3934 / 5.3126 eV
* 2S+1: 3
* energy relative to the best compared isomer or geometry (same formula, charge and spin): 0.0 kJ/mol

For reference, the Löwdin charges in units of e are:
1 P 0.97
2 P 1.00
3 C -0.31
4 C -0.30
5 H 0.06
6 H 0.09
7 H 0.08
8 H 0.09
9 C -0.23
10 H 0.06
11 H 0.04
12 H 0.05
13 C -0.19
14 H 0.06
15 H 0.05
16 H 0.06
17 C -0.19
18 H 0.07
19 H 0.06
20 H 0.05
21 C -0.16
22 H 0.05
23 H 0.08
24 H 0.06
25 Pd 0.50
26 C -0.38
27 C -0.25
28 C -0.19
29 C -0.20
30 C -0.12
31 C -0.34
32 C -0.24
33 C -0.23
34 C -0.31
35 H 0.12
36 H 0.06
37 H 0.10
38 H 0.11
39 H 0.09
40 H 0.11
41 H 0.10
42 H 0.14
43 H 0.04
44 H 0.07
45 H 0.06
46 H 0.09
47 H -0.03
48 H -0.06
49 H -0.02
50 C -0.04
51 C -0.64
52 C -0.04
53 C -0.04
54 O -0.14
55 Si 0.04
56 O -0.37
57 O -0.14
58 C -0.63
59 C -0.04
60 C -0.04
61 C -0.04
62 O -0.12
63 C -0.63
64 C -0.04
65 C -0.04
66 C -0.04
67 H 0.08
68 H 0.09
69 H 0.06
70 H 0.09
71 H 0.07
72 H 0.04
73 H 0.09
74 H 0.08
75 H 0.08
76 H 0.08
77 H 0.08
78 H 0.08
79 H 0.08
80 H 0.09
81 H 0.08
82 H 0.09
83 H 0.07
84 H 0.09
85 H 0.04
86 H 0.09
87 H 0.10
88 H 0.07
89 H 0.09
90 H 0.09
91 H 0.08
92 H 0.09
93 H 0.08

---

No. 2
The following is a quantum chemistry calculation of C27H60BClFN3O14P5S as an isolated structure at a distorted geometry, from the OMol25 dataset.

Atoms and positions in Å:
C1 3.192 1.682 -2.620
C2 2.191 2.023 -2.075
C3 1.067 2.406 -1.207
S1 1.402 4.314 -1.357
C4 0.309 5.499 -0.623
O1 2.645 4.572 -0.685
O2 1.562 4.586 -2.757
C5 -0.253 1.836 -2.001
P1 -0.935 3.136 -3.269
N1 -2.253 2.793 -4.026
P2 0.292 0.572 -3.382
O3 -0.778 0.063 -4.261
C6 -1.451 1.343 -1.042
C7 -2.363 0.305 -1.703
C8 -2.089 -0.886 -2.259
C9 -2.343 2.592 -0.943
C10 -2.155 3.689 -0.223
C11 -1.043 0.817 0.395
B1 -1.823 1.403 1.663
N2 -1.276 1.673 3.009
O4 -3.164 1.637 1.510
P3 -1.660 -1.046 0.803
O5 -1.316 -1.150 2.394
Cl1 -3.692 -1.138 0.825
C12 0.488 0.597 0.558
P4 1.234 -0.993 -0.201
P5 1.463 -2.517 1.349
O6 0.403 -3.527 1.279
O7 2.895 -3.160 1.101
O8 1.565 -1.801 2.761
N3 1.369 1.792 0.199
C13 1.077 2.850 1.238
C14 2.819 1.406 0.481
C15 3.113 0.857 1.873
F1 3.636 2.485 0.315
H1 4.098 1.627 -3.180
H2 0.058 5.314 0.415
H3 0.900 6.414 -0.647
H4 -0.610 5.698 -1.161
H5 0.109 3.285 -4.188
H6 -1.032 4.364 -2.607
H7 -2.664 1.911 -3.743
H8 1.119 -0.398 -2.797
H9 1.090 1.326 -4.245
H10 -3.426 0.530 -1.653
H11 -2.577 -1.116 -3.200
H12 -1.457 -1.677 -1.867
H13 -3.209 2.598 -1.591
H14 -1.625 3.787 0.714
H15 -2.515 4.635 -0.612
H16 -0.966 2.628 3.133
H17 -0.555 1.039 3.330
H18 -3.435 2.511 1.810
H19 -2.095 -1.015 2.956
H20 0.568 0.383 1.621
H21 0.321 -1.537 -1.104
H22 2.739 -4.051 0.744
H23 2.171 -2.249 3.369
H24 1.871 3.586 1.273
H25 0.121 3.283 0.993
H26 0.979 2.391 2.210
H27 3.215 0.696 -0.230
H28 3.975 1.370 2.290
H29 3.400 -0.189 1.801
H30 2.321 0.907 2.615
C16 -2.917 -5.144 0.942
O9 -3.649 -4.920 -0.252
C17 -2.846 -5.027 -1.416
C18 -3.044 -6.349 -2.123
O10 -2.561 -7.433 -1.348
C19 -3.586 -8.156 -0.689
H31 -3.631 -5.241 1.758
H32 -2.321 -6.058 0.883
H33 -2.254 -4.295 1.147
H34 -1.788 -4.883 -1.168
H35 -3.151 -4.221 -2.093
H36 -2.470 -6.337 -3.055
H37 -4.098 -6.490 -2.376
H38 -4.153 -8.759 -1.405
H39 -4.268 -7.492 -0.153
H40 -3.109 -8.823 0.026
C20 6.856 -7.925 0.679
O11 6.678 -7.988 -0.724
C21 5.325 -7.883 -1.130
C22 5.007 -6.501 -1.654
O12 5.076 -5.516 -0.628
C23 6.274 -4.759 -0.665
H41 7.921 -7.813 0.870
H42 6.326 -7.074 1.116
H43 6.509 -8.849 1.154
H44 4.651 -8.145 -0.309
H45 5.171 -8.605 -1.937
H46 3.981 -6.498 -2.035
H47 5.676 -6.244 -2.479
H48 6.262 -4.061 -1.510
H49 7.153 -5.401 -0.738
H50 6.331 -4.187 0.260
C24 -2.230 6.068 3.396
O13 -2.642 6.077 2.037
C25 -4.045 6.296 1.886
C26 -4.353 7.720 1.486
O14 -4.030 8.630 2.520
C27 -2.816 9.329 2.308
H51 -1.140 6.103 3.412
H52 -2.617 6.931 3.939
H53 -2.562 5.150 3.895
H54 -4.574 6.035 2.807
H55 -4.393 5.624 1.094
H56 -5.428 7.803 1.302
H57 -3.830 7.980 0.560
H58 -2.936 10.078 1.519
H59 -1.999 8.651 2.043
H60 -2.564 9.838 3.235

Summary:
* HOMO-LUMO gap: 7.6349 eV
* total charge: +1

Results of the Löwdin charge analysis, in e, for atoms 1 through 99:
1 C 0.20
2 C -0.24
3 C -0.28
4 S 0.66
5 C -0.13
6 O -0.29
7 O -0.30
8 C -0.36
9 P 0.75
10 N -0.23
11 P 0.73
12 O -0.41
13 C -0.35
14 C -0.22
15 C -0.04
16 C -0.16
17 C -0.01
18 C -0.29
19 B -0.76
20 N 0.17
21 O 0.08
22 P 0.66
23 O -0.32
24 Cl 0.44
25 C -0.41
26 P 0.94
27 P 0.23
28 O -0.31
29 O -0.16
30 O -0.15
31 N -0.10
32 C 0.01
33 C -0.37
34 C 0.01
35 F 0.04
36 H 0.09
37 H 0.06
38 H 0.10
39 H 0.05
40 H 0.02
41 H 0.00
42 H -0.02
43 H -0.01
44 H 0.03
45 H 0.12
46 H 0.09
47 H 0.03
48 H 0.11
49 H 0.05
50 H 0.09
51 H 0.07
52 H 0.06
53 H 0.12
54 H 0.08
55 H 0.07
56 H -0.09
57 H 0.09
58 H 0.11
59 H 0.11
60 H 0.06
61 H 0.09
62 H 0.10
63 H 0.11
64 H 0.07
65 H 0.08
66 C -0.11
67 O -0.20
68 C -0.21
69 C -0.21
70 O -0.19
71 C -0.11
72 H 0.09
73 H 0.09
74 H 0.06
75 H 0.12
76 H 0.12
77 H 0.13
78 H 0.13
79 H 0.09
80 H 0.08
81 H 0.09
82 C -0.11
83 O -0.19
84 C -0.21
85 C -0.20
86 O -0.21
87 C -0.11
88 H 0.09
89 H 0.08
90 H 0.09
91 H 0.13
92 H 0.13
93 H 0.12
94 H 0.13
95 H 0.09
96 H 0.09
97 H 0.09
98 C -0.10
99 O -0.23

---

No. 3
The following is a quantum chemistry calculation of a 7-piece molecular cluster, C27H60IN7O14P3 overall at a distorted geometry, from the OMol25 dataset.

Atoms and positions in Å:
C1 -1.485 0.527 -4.491
C2 -0.657 -0.338 -4.610
C3 0.404 -1.326 -4.238
C4 1.649 -0.655 -3.586
C5 1.514 -0.492 -2.037
C6 1.393 0.934 -1.491
C7 -0.174 1.289 -1.641
O1 -0.824 1.380 -0.361
N1 -1.687 0.281 -0.252
O2 -1.583 -0.249 0.786
O3 1.605 1.067 -0.092
P1 2.036 2.700 0.298
C8 3.622 1.948 1.030
P2 1.008 2.826 2.291
O4 2.001 3.338 3.284
O5 0.345 1.404 2.797
O6 -0.227 3.921 2.239
O7 2.669 3.074 -1.287
C9 2.380 1.991 -2.125
P3 4.127 1.333 -2.510
O8 4.162 0.951 -4.128
I1 5.531 3.369 -2.317
H1 -2.381 1.084 -4.586
H2 -0.004 -2.123 -3.612
H3 0.752 -1.735 -5.186
H4 2.490 -1.331 -3.757
H5 1.845 0.265 -4.132
H6 0.685 -1.124 -1.729
H7 2.400 -0.924 -1.551
H8 -0.308 2.215 -2.204
H9 -0.692 0.488 -2.161
H10 2.576 3.975 0.681
H11 0.792 3.274 -0.218
H12 3.325 1.159 1.729
H13 4.273 1.473 0.291
H14 4.173 2.698 1.601
H15 -0.454 1.654 3.279
H16 -0.358 4.206 1.325
H17 1.898 2.346 -3.054
H18 4.783 0.231 -4.255
C10 -1.151 4.878 6.621
O9 -2.002 5.070 7.477
N2 0.026 5.516 6.553
C11 1.000 5.238 5.503
C12 0.334 6.514 7.558
H19 -1.289 4.141 5.814
H20 1.928 4.896 5.962
H21 1.187 6.153 4.937
H22 0.650 4.469 4.827
H23 0.318 6.056 8.548
H24 -0.419 7.305 7.534
H25 1.316 6.939 7.368
C13 1.690 -0.724 -7.947
O10 0.837 -0.489 -7.114
N3 2.849 -0.053 -8.079
C14 3.822 -0.391 -9.095
C15 3.125 1.049 -7.169
H26 1.573 -1.535 -8.689
H27 4.768 -0.661 -8.621
H28 3.983 0.470 -9.750
H29 3.472 -1.230 -9.694
H30 3.126 0.688 -6.145
H31 2.345 1.806 -7.265
H32 4.092 1.490 -7.399
C16 -1.103 -3.277 -1.069
O11 -1.043 -2.454 -1.968
N4 -1.934 -4.328 -1.033
C17 -1.941 -5.252 0.086
C18 -2.852 -4.543 -2.140
H33 -0.455 -3.209 -0.179
H34 -1.707 -6.257 -0.272
H35 -2.927 -5.258 0.544
H36 -1.203 -4.957 0.830
H37 -2.286 -4.666 -3.065
H38 -3.502 -3.673 -2.249
H39 -3.453 -5.429 -1.955
C19 -4.227 -5.135 3.028
O12 -3.745 -6.170 2.596
N5 -3.575 -4.245 3.790
C20 -4.207 -3.029 4.267
C21 -2.189 -4.506 4.146
H40 -5.268 -4.843 2.815
H41 -3.660 -2.162 3.895
H42 -4.199 -3.017 5.359
H43 -5.237 -2.974 3.920
H44 -1.589 -4.594 3.241
H45 -2.124 -5.446 4.695
H46 -1.804 -3.696 4.760
C22 -4.664 -7.974 0.142
O13 -4.622 -7.182 -0.783
N6 -5.500 -9.030 0.209
C23 -5.500 -9.934 1.341
C24 -6.425 -9.263 -0.886
H47 -4.007 -7.883 1.018
H48 -5.268 -10.947 1.001
H49 -6.485 -9.931 1.813
H50 -4.756 -9.626 2.072
H51 -5.867 -9.405 -1.813
H52 -7.076 -8.397 -1.007
H53 -7.026 -10.147 -0.683
C25 2.824 7.339 1.612
O14 3.348 6.435 1.010
N7 3.438 8.106 2.548
C26 2.753 9.175 3.239
C27 4.829 7.835 2.860
H54 1.767 7.620 1.449
H55 3.261 10.124 3.047
H56 2.755 8.980 4.315
H57 1.723 9.250 2.896
H58 5.436 7.945 1.960
H59 4.930 6.809 3.219
H60 5.181 8.526 3.624

Summary:
* HOMO-LUMO gap: 6.3093 eV
* total charge: -1

Results of the Löwdin charge analysis, in e, for atoms 1 through 99:
1 C 0.09
2 C -0.12
3 C -0.20
4 C -0.17
5 C -0.12
6 C -0.44
7 C -0.12
8 O -0.13
9 N -0.03
10 O 0.05
11 O -0.29
12 P 0.47
13 C -0.22
14 P 0.45
15 O -0.39
16 O -0.20
17 O -0.22
18 O -0.47
19 C -0.51
20 P 0.58
21 O -0.44
22 I 0.38
23 H 0.02
24 H 0.08
25 H 0.08
26 H 0.10
27 H 0.08
28 H 0.08
29 H 0.11
30 H 0.12
31 H 0.07
32 H 0.01
33 H 0.01
34 H 0.03
35 H -0.01
36 H 0.03
37 H 0.04
38 H 0.04
39 H 0.12
40 H 0.03
41 C -0.36
42 O -0.02
43 N -0.20
44 C -0.05
45 C -0.06
46 H 0.13
47 H 0.09
48 H 0.09
49 H 0.04
50 H 0.09
51 H 0.09
52 H 0.08
53 C -0.34
54 O 0.02
55 N -0.20
56 C -0.07
57 C -0.03
58 H 0.13
59 H 0.09
60 H 0.09
61 H 0.08
62 H 0.06
63 H 0.10
64 H 0.09
65 C -0.32
66 O -0.02
67 N -0.18
68 C -0.05
69 C -0.03
70 H 0.14
71 H 0.09
72 H 0.06
73 H 0.08
74 H 0.09
75 H 0.09
76 H 0.06
77 C -0.35
78 O -0.02
79 N -0.19
80 C -0.05
81 C -0.03
82 H 0.14
83 H 0.09
84 H 0.09
85 H 0.08
86 H 0.08
87 H 0.09
88 H 0.09
89 C -0.34
90 O 0.01
91 N -0.20
92 C -0.06
93 C -0.05
94 H 0.11
95 H 0.09
96 H 0.09
97 H 0.09
98 H 0.09
99 H 0.09

---

No. 4
The following is a quantum chemistry calculation of a 7-piece molecular cluster, C27H62B2N3O7 overall, from the OMol25 dataset.

Atoms and positions in Å:
C1 5.361 -2.398 0.719
B1 4.507 -2.452 -0.636
O1 4.517 -3.733 -1.247
B2 3.626 -1.147 -1.303
C2 1.984 -1.289 -1.294
C3 1.268 -1.592 0.032
N1 1.165 -3.034 0.320
N2 2.019 -1.049 1.154
N3 -0.143 -1.109 -0.032
H1 4.682 -2.591 1.560
H2 5.736 -1.386 0.879
H3 6.197 -3.108 0.763
H4 4.667 -4.421 -0.592
H5 3.983 -0.075 -0.802
H6 3.952 -1.091 -2.514
H7 1.638 -2.048 -2.009
H8 1.558 -0.345 -1.658
H9 2.114 -3.398 0.280
H10 0.679 -3.455 -0.467
H11 2.078 -0.039 1.118
H12 1.589 -1.357 2.020
H13 -0.214 -0.257 0.513
H14 -0.721 -1.773 0.477
C4 1.699 4.490 -2.810
C5 2.089 3.438 -3.847
C6 3.123 2.611 -3.088
O2 2.738 2.682 -1.717
C7 1.734 3.664 -1.527
H15 0.728 4.949 -2.995
H16 2.452 5.282 -2.772
H17 1.223 2.822 -4.098
H18 2.488 3.861 -4.770
H19 4.127 3.044 -3.194
H20 3.167 1.562 -3.382
H21 0.769 3.171 -1.354
H22 1.980 4.253 -0.641
C8 -4.912 -1.797 2.859
C9 -4.422 -0.431 3.325
C10 -2.919 -0.542 3.092
O3 -2.759 -1.412 1.975
C11 -3.994 -2.053 1.669
H23 -5.969 -1.810 2.592
H24 -4.739 -2.546 3.637
H25 -4.855 0.347 2.695
H26 -4.668 -0.211 4.365
H27 -2.413 -0.978 3.962
H28 -2.444 0.412 2.862
H29 -4.409 -1.619 0.752
H30 -3.799 -3.112 1.491
C12 -9.356 0.261 2.925
C13 -8.950 1.664 3.376
C14 -7.448 1.641 3.116
O4 -7.251 0.782 1.995
C15 -8.450 0.056 1.719
H31 -10.412 0.170 2.675
H32 -9.119 -0.474 3.696
H33 -9.434 2.418 2.751
H34 -9.190 1.876 4.417
H35 -6.910 1.234 3.980
H36 -7.031 2.622 2.883
H37 -8.906 0.456 0.806
H38 -8.195 -0.991 1.557
C16 -8.179 -5.597 3.185
C17 -8.598 -5.388 1.731
C18 -9.062 -3.937 1.755
O5 -8.267 -3.280 2.742
C19 -7.555 -4.248 3.518
H39 -7.483 -6.424 3.323
H40 -9.056 -5.778 3.810
H41 -7.737 -5.500 1.070
H42 -9.378 -6.071 1.397
H43 -10.119 -3.865 2.038
H44 -8.926 -3.427 0.800
H45 -6.497 -4.224 3.240
H46 -7.640 -3.978 4.571
C20 8.904 2.198 2.058
C21 9.542 1.100 2.907
C22 8.363 0.152 3.110
O6 7.559 0.267 1.946
C23 7.967 1.387 1.168
H47 9.622 2.786 1.487
H48 8.330 2.879 2.692
H49 10.336 0.603 2.344
H50 9.962 1.457 3.847
H51 7.776 0.440 3.990
H52 8.664 -0.891 3.226
H53 8.484 1.033 0.269
H54 7.077 1.933 0.854
C24 5.805 2.764 -7.486
C25 6.160 4.209 -7.140
C26 4.899 4.944 -7.579
O7 3.818 4.037 -7.381
C27 4.326 2.722 -7.127
H55 6.386 2.027 -6.934
H56 5.947 2.584 -8.554
H57 6.305 4.312 -6.063
H58 7.055 4.574 -7.644
H59 4.954 5.217 -8.640
H60 4.706 5.850 -7.001
H61 4.190 2.484 -6.068
H62 3.756 2.007 -7.719

Summary:
* HOMO-LUMO gap: 5.3443 eV
* total charge: -1
* energy relative to the best compared isomer or geometry (same formula, charge and spin): 0.0 kJ/mol

Results of the Löwdin charge analysis, in e, for atoms 1 through 99:
1 C -0.06
2 B -0.50
3 O 0.02
4 B -0.46
5 C -0.20
6 C -0.69
7 N 0.07
8 N 0.08
9 N 0.06
10 H 0.05
11 H 0.03
12 H 0.04
13 H 0.06
14 H 0.03
15 H 0.03
16 H 0.08
17 H 0.06
18 H 0.06
19 H 0.07
20 H 0.07
21 H 0.06
22 H 0.05
23 H 0.03
24 C -0.18
25 C -0.17
26 C -0.20
27 O -0.14
28 C -0.22
29 H 0.10
30 H 0.11
31 H 0.12
32 H 0.09
33 H 0.11
34 H 0.12
35 H 0.12
36 H 0.11
37 C -0.17
38 C -0.17
39 C -0.20
40 O -0.15
41 C -0.19
42 H 0.09
43 H 0.11
44 H 0.10
45 H 0.11
46 H 0.12
47 H 0.12
48 H 0.12
49 H 0.12
50 C -0.17
51 C -0.17
52 C -0.21
53 O -0.15
54 C -0.20
55 H 0.11
56 H 0.11
57 H 0.11
58 H 0.11
59 H 0.11
60 H 0.12
61 H 0.12
62 H 0.10
63 C -0.17
64 C -0.17
65 C -0.21
66 O -0.17
67 C -0.20
68 H 0.11
69 H 0.11
70 H 0.12
71 H 0.11
72 H 0.12
73 H 0.12
74 H 0.11
75 H 0.12
76 C -0.18
77 C -0.18
78 C -0.21
79 O -0.14
80 C -0.20
81 H 0.11
82 H 0.11
83 H 0.11
84 H 0.10
85 H 0.12
86 H 0.12
87 H 0.12
88 H 0.12
89 C -0.17
90 C -0.17
91 C -0.22
92 O -0.15
93 C -0.20
94 H 0.11
95 H 0.11
96 H 0.11
97 H 0.11
98 H 0.11
99 H 0.11

---

Number 1: E_tot -2464.4370 Ha. Number 2: E_tot -4971.6904 Ha. Number 3: E_tot -3823.1391 Ha. Number 4: E_tot -1806.5564 Ha.